Formula: C3H7BF4IO3S
Source: the OMol25 dataset
Level of theory: the ωB97M-V functional and the def2-TZVPD basis

```
20
Properties=species:S:1:pos:R:3
C 0.68 0.09 -0.03
C 0.92 1.59 -0.36
I 1.30 1.82 -2.51
C -0.28 2.51 -0.01
O -1.47 2.24 -0.77
S -2.43 1.23 0.17
O -3.47 2.05 0.84
O -3.15 0.39 -1.09
H -0.25 -0.30 -0.49
H 1.48 -0.55 -0.42
H 0.65 -0.03 1.07
H 1.77 1.94 0.24
H -0.53 2.40 1.07
H 0.02 3.56 -0.21
H -3.88 -0.12 -0.73
B 1.73 -3.77 0.65
F 1.75 -2.47 1.21
F 1.99 -3.68 -0.74
F 2.72 -4.56 1.27
F 0.46 -4.35 0.85
```

Computed properties:
- Net charge: -1
- Maximum force: 2.184 eV/Å
- DFT total energy: -1464.71930 Eh